No. 1
{
  "formula": "C25H41MnN2O8P2S",
  "method": "ωB97M-V/def2-TZVPD",
  "symbols": ["Mn", "C", "C", "C", "C", "C", "C", "C", "S", "O", "O", "N", "C", "C", "C", "C", "C", "N", "H", "H", "H", "H", "H", "H", "H", "H", "H", "H", "H", "C", "C", "C", "O", "P", "O", "C", "P", "O", "O", "C", "C", "C", "O", "C", "C", "C", "O", "C", "C", "C", "H", "H", "H", "H", "H", "H", "H", "H", "H", "H", "H", "H", "H", "H", "H", "H", "H", "H", "H", "H", "H", "H", "H", "H", "H", "H", "H", "H", "H", "H"],
  "xyz": [[-2.04007, -0.73463, -0.46052], [4.05761, -2.46719, -6.59137], [3.24151, -2.64759, -5.34605], [3.68203, -3.44471, -4.27937], [2.99621, -3.47082, -3.08512], [1.81458, -2.77774, -2.94403], [1.25940, -2.10327, -4.02694], [1.96854, -2.07099, -5.21921], [1.11160, -2.65653, -1.31418], [1.20040, -3.98539, -0.75097], [1.74402, -1.50028, -0.73247], [-0.48537, -2.13347, -1.37832], [-1.52086, -2.92825, -1.66981], [-1.48844, -4.25247, -2.25080], [-2.54262, -5.08718, -2.02837], [-3.61603, -4.64670, -1.20290], [-3.69706, -3.32899, -0.86625], [-2.74269, -2.42196, -1.15681], [4.85570, -3.23526, -6.57579], [4.54684, -1.49672, -6.67791], [3.45621, -2.64524, -7.47618], [4.63628, -3.98963, -4.38552], [3.32795, -4.04028, -2.21623], [0.30703, -1.63113, -3.92540], [1.46837, -1.62023, -6.08426], [-0.60556, -4.67801, -2.71792], [-2.54446, -6.09466, -2.43300], [-4.42045, -5.31950, -0.93476], [-4.52652, -2.98189, -0.21142], [0.70938, -1.94825, 5.12680], [1.08689, -0.68554, 4.40838], [2.53905, -0.50931, 4.03043], [0.31869, -0.81953, 3.16280], [-0.59006, 0.16372, 2.38943], [-1.58272, -0.69254, 1.57049], [0.46693, 1.10138, 1.25165], [-0.50475, 1.99768, -0.01043], [-1.18086, 0.96570, -1.00594], [0.44640, 2.96882, -0.78424], [1.17973, 2.66267, -2.01700], [0.35486, 3.14284, -3.17831], [2.51018, 3.41993, -1.89011], [-1.59125, 2.84795, 0.68767], [-1.57920, 4.29280, 1.11460], [-0.39854, 4.56376, 2.05029], [-1.68666, 5.15178, -0.12695], [-1.30492, 1.16417, 3.36038], [-2.50510, 0.59843, 4.24466], [-3.76467, 0.66286, 3.42294], [-2.47280, 1.52429, 5.43732], [1.23138, -1.95415, 6.08356], [0.99313, -2.82504, 4.58640], [-0.36574, -2.03703, 5.30823], [0.76685, 0.23448, 4.95456], [2.96073, -1.21770, 3.32928], [3.12405, -0.54230, 4.94597], [2.71412, 0.44939, 3.56804], [1.11447, 0.33857, 0.73839], [1.14507, 1.79811, 1.79898], [1.30932, 1.58447, -2.09665], [0.12017, 4.19604, -3.12485], [-0.56934, 2.56248, -3.31493], [0.93342, 2.98111, -4.06400], [2.43602, 4.44591, -2.23569], [3.18153, 2.98751, -2.61830], [2.97113, 3.42638, -0.91116], [-2.51055, 4.35000, 1.69378], [0.52416, 4.75346, 1.53950], [-0.27297, 3.78765, 2.80796], [-0.63219, 5.45658, 2.64315], [-0.75892, 5.10036, -0.68728], [-1.86825, 6.18298, 0.12619], [-2.49444, 4.85130, -0.77747], [-2.21419, -0.43647, 4.47611], [-3.98522, 1.69735, 3.13822], [-4.58981, 0.33448, 4.02232], [-3.69088, 0.01934, 2.56236], [-2.76756, 2.51043, 5.13869], [-1.48545, 1.52723, 5.88364], [-3.21475, 1.25416, 6.18199]],
  "forces_ev_per_angstrom": [[1.22, 0.52, 0.66], [0.59, -1.10, 0.15], [-0.70, -0.09, 0.43], [0.99, 0.37, -0.59], [-0.04, -0.61, 0.85], [-0.81, 0.57, -0.27], [0.73, -0.44, 0.16], [-0.27, 0.16, -0.37], [-1.56, 0.17, -0.58], [0.04, 0.88, 0.17], [0.41, -0.12, 0.68], [0.73, 0.02, -0.57], [-0.84, -1.45, 0.51], [0.06, 0.60, 0.35], [-0.71, 0.42, 0.64], [-0.14, -0.43, -0.85], [-0.67, 0.12, 0.78], [1.33, -1.97, -0.92], [-0.28, 0.45, -0.20], [-0.19, 0.07, 0.16], [-0.09, 0.11, -0.19], [-0.60, 0.32, 0.14], [0.21, 0.04, -0.38], [-0.47, 0.27, -0.04], [0.47, 0.06, 0.26], [0.03, 0.55, -0.02], [0.07, 0.09, 0.15], [0.09, 0.06, 0.02], [0.53, -0.10, -0.85], [0.18, 0.33, 1.20], [-0.45, 0.28, -0.64], [0.26, 0.01, 0.41], [-0.01, 0.33, -0.09], [-1.51, -1.34, -1.48], [1.20, 1.40, 0.89], [0.34, 0.24, 0.00], [-0.85, -2.19, -2.56], [1.46, 2.66, 2.34], [-0.44, -0.26, 0.82], [0.37, 0.75, 0.27], [-0.52, -0.54, -0.12], [-0.28, -0.26, -0.91], [0.04, 0.51, 0.28], [-0.19, -0.52, 0.31], [-0.93, 0.34, 0.41], [0.53, -0.13, 0.09], [-0.71, -0.66, 0.43], [1.08, 0.58, -0.57], [0.44, 0.55, -0.01], [-0.15, -0.59, -0.06], [-0.09, -0.18, 0.15], [0.38, -0.47, -0.54], [0.14, 0.30, 0.01], [-0.08, -0.69, -0.37], [-0.34, -0.61, 0.00], [0.19, 0.03, 0.07], [-0.10, 0.55, -0.01], [-0.59, 0.46, 0.24], [-0.57, -0.35, -0.34], [0.16, -0.07, 0.26], [-0.03, 0.30, 0.19], [0.23, 0.18, 0.29], [0.42, -0.02, -0.70], [-0.44, 0.30, 0.21], [0.46, -0.36, -0.01], [-0.09, -0.34, 0.20], [0.28, -0.12, -0.18], [0.52, -0.05, -0.43], [-0.08, -0.22, -0.26], [0.03, 0.03, -0.28], [0.10, 0.07, -0.10], [0.00, 0.42, 0.33], [-0.28, -0.32, -0.04], [-0.08, 0.34, 0.01], [0.16, -0.17, -0.12], [-0.48, -0.31, 0.48], [-0.03, -0.07, -0.32], [0.16, 0.69, -0.33], [0.06, 0.11, 0.16], [-0.01, -0.44, 0.14]],
  "relative_energy_kcal_mol": 13.82,
  "lumo_ev": [-1.9, -2.4],
  "orbital_gap_ev": [8.420, 7.918],
  "s2": 8.757,
  "spin_multiplicity": 6,
  "charge": 1
}

***

No. 2
{
  "formula": "C23H53BIO14PS4Si2",
  "method": "ωB97M-V/def2-TZVPD",
  "symbols": ["C", "C", "O", "C", "C", "O", "C", "C", "O", "C", "Si", "I", "O", "Si", "C", "S", "C", "C", "P", "O", "O", "O", "B", "C", "O", "H", "H", "H", "H", "H", "H", "H", "H", "H", "H", "H", "H", "H", "H", "H", "H", "H", "H", "H", "H", "H", "H", "H", "H", "H", "H", "H", "H", "H", "C", "C", "C", "S", "O", "O", "C", "H", "H", "H", "H", "H", "H", "H", "H", "C", "C", "C", "S", "O", "O", "C", "H", "H", "H", "H", "H", "H", "H", "H", "C", "C", "C", "S", "O", "O", "C", "H", "H", "H", "H", "H", "H", "H", "H"],
  "xyz": [[-5.18586, 4.03953, -2.69390], [-3.96387, 3.11122, -2.68106], [-3.47836, 2.98284, -4.00813], [-2.80902, 1.76883, -4.29388], [-1.86750, 1.25375, -3.23335], [-0.95103, 2.23267, -2.80051], [-0.11635, 1.71515, -1.79146], [-0.83813, 1.47680, -0.45790], [-0.03916, 1.81235, 0.65650], [0.68876, 0.71697, 1.19186], [-0.08898, 0.19593, 2.85794], [0.43662, -2.19627, 3.16194], [-1.72926, 0.54109, 2.74770], [-2.89284, -0.56405, 3.19292], [-4.43480, 0.44747, 3.58658], [-5.34330, 1.01228, 2.12042], [-7.03980, 0.46826, 2.48247], [-7.21949, -1.01751, 2.73559], [-3.21955, -2.18054, 1.65838], [-3.06757, -3.48695, 2.31560], [-4.61877, -2.09874, 0.91012], [-2.16585, -1.93370, 0.48135], [0.83500, 1.21233, 4.31056], [0.15351, 2.22062, 5.30459], [2.20524, 1.01747, 4.41934], [-4.93232, 5.03193, -2.34278], [-5.63623, 4.05000, -3.67767], [-5.91546, 3.64014, -1.99551], [-4.27510, 2.16404, -2.25071], [-3.19119, 3.59942, -2.09218], [-3.50119, 0.95375, -4.52367], [-2.23510, 1.94041, -5.19995], [-1.31234, 0.41481, -3.65514], [-2.45873, 0.82567, -2.42093], [0.33711, 0.78488, -2.12642], [0.65946, 2.45524, -1.62314], [-1.16618, 0.43949, -0.41502], [-1.74766, 2.07463, -0.45319], [0.68938, -0.15299, 0.53676], [1.70776, 1.05167, 1.36958], [-2.54730, -1.26230, 4.44503], [-5.07730, -0.11997, 4.25232], [-4.07139, 1.29026, 4.16956], [-7.37961, 1.01903, 3.35355], [-7.62798, 0.79565, 1.63650], [-8.14640, -1.17187, 3.27707], [-6.41644, -1.45386, 3.31882], [-7.28336, -1.56725, 1.80283], [-5.18254, -2.81978, 1.24368], [-1.40059, -2.51546, 0.63612], [0.27499, 3.24508, 4.95948], [0.67274, 2.15859, 6.26079], [-0.89211, 1.99135, 5.48841], [2.39820, 0.51965, 5.24113], [5.80824, 2.04205, -2.20397], [4.87821, 3.08607, -2.83753], [4.00764, 2.35877, -3.87064], [3.86538, 0.66339, -3.29775], [4.51857, -0.20618, -4.24501], [2.51319, 0.41558, -2.86698], [4.92170, 0.84752, -1.86562], [6.30874, 2.42958, -1.31807], [6.57571, 1.74462, -2.92174], [4.24392, 3.52472, -2.06497], [5.43749, 3.89733, -3.30030], [3.01092, 2.78631, -3.94759], [4.47687, 2.33589, -4.85199], [5.47274, -0.07556, -1.70241], [4.28070, 1.05901, -1.00986], [5.76163, -2.89906, 6.58297], [5.54873, -2.42195, 5.13884], [4.06486, -2.06465, 4.99361], [3.50033, -1.57955, 6.62295], [2.52439, -2.53173, 7.08267], [3.21416, -0.15980, 6.62678], [5.04569, -1.88215, 7.46923], [6.81837, -2.97084, 6.83441], [5.31544, -3.88661, 6.71661], [6.16070, -1.53714, 4.95352], [5.84207, -3.17946, 4.41420], [3.90413, -1.23755, 4.30525], [3.46700, -2.92027, 4.68709], [4.84147, -2.24248, 8.47439], [5.58969, -0.93892, 7.51197], [0.71421, -3.58855, -5.65951], [0.16336, -3.42266, -7.08261], [-0.97521, -2.39598, -7.01638], [-0.59354, -1.31919, -5.62914], [-1.61081, -1.51425, -4.62601], [-0.24801, -0.00786, -6.11487], [0.88776, -2.17539, -5.11097], [1.65535, -4.13586, -5.65041], [-0.00282, -4.14034, -5.04760], [0.95461, -3.05380, -7.73794], [-0.18678, -4.36835, -7.49353], [-1.04218, -1.79452, -7.91913], [-1.93434, -2.86784, -6.81326], [0.96988, -2.13178, -4.02759], [1.73711, -1.67059, -5.57017]],
  "forces_ev_per_angstrom": [[0.17, -0.55, 0.44], [-0.47, 0.94, -0.47], [-0.08, -0.34, 0.07], [0.52, 0.16, -0.25], [-0.03, -0.37, -0.14], [-0.31, 0.21, 0.16], [0.03, 0.10, 0.27], [-0.42, -0.07, -0.58], [0.06, -0.06, -0.01], [-0.48, -0.22, 0.37], [-0.06, 1.22, -0.84], [-0.06, -0.06, 0.00], [0.42, -1.36, 0.26], [-0.73, 1.13, 0.34], [0.30, -0.26, -0.28], [0.01, 0.08, -0.18], [0.48, -0.05, 0.55], [-0.15, -0.02, -0.33], [0.18, -0.63, 0.06], [0.14, -0.40, 0.42], [-0.43, 0.18, -0.15], [0.21, 0.04, -0.17], [0.59, 0.51, 0.73], [0.05, -0.73, 0.21], [-0.87, -0.70, -0.49], [0.00, 0.30, -0.27], [-0.03, 0.17, -0.21], [-0.25, 0.05, 0.10], [0.27, -0.34, 0.00], [0.23, -0.41, 0.38], [-0.27, -0.04, 0.12], [0.04, 0.20, -0.17], [-0.12, 0.07, 0.00], [0.04, 0.17, 0.41], [0.22, -0.05, -0.15], [0.19, 0.09, 0.01], [-0.04, -0.20, 0.30], [0.00, 0.32, 0.21], [0.20, 0.03, -0.36], [0.30, -0.16, 0.00], [0.21, -0.09, -0.05], [-0.17, -0.16, 0.02], [-0.05, 0.29, 0.06], [-0.08, 0.21, 0.11], [-0.12, 0.11, -0.23], [-0.19, -0.14, 0.11], [0.13, 0.01, 0.18], [0.04, -0.09, -0.18], [0.25, 0.24, -0.19], [-0.17, 0.16, -0.11], [-0.14, 0.16, -0.18], [0.13, 0.07, 0.16], [-0.26, 0.26, -0.13], [0.53, 0.58, 0.23], [-0.04, 0.03, -0.10], [0.00, -0.05, 0.05], [0.09, 0.37, 0.02], [0.02, 0.22, 0.10], [-0.13, -0.11, -0.01], [0.07, -0.34, -0.14], [0.26, 0.13, 0.16], [0.00, 0.00, 0.01], [0.01, -0.03, 0.02], [-0.01, -0.02, 0.00], [-0.01, 0.01, -0.01], [-0.06, -0.14, -0.06], [-0.01, -0.12, -0.01], [-0.10, -0.07, -0.07], [-0.06, -0.02, -0.03], [-0.09, 0.00, -0.11], [0.02, 0.03, 0.15], [0.27, -0.05, -0.38], [0.24, -0.50, -0.08], [-0.08, 0.22, 0.05], [-0.22, 0.04, 0.21], [0.29, -0.05, 0.05], [0.00, 0.01, 0.03], [0.00, 0.00, 0.03], [-0.01, 0.01, 0.02], [-0.02, 0.00, -0.01], [-0.17, 0.01, 0.03], [-0.08, 0.02, 0.08], [-0.14, 0.06, 0.00], [-0.04, 0.03, 0.00], [-0.11, 0.02, -0.05], [0.03, 0.01, 0.04], [0.11, -0.28, -0.29], [0.32, -0.30, -0.28], [-0.09, 0.02, -0.03], [-0.23, 0.11, 0.17], [0.16, -0.26, 0.02], [0.01, 0.00, 0.01], [0.02, 0.01, 0.03], [0.01, 0.02, 0.01], [-0.01, 0.00, -0.01], [-0.07, 0.10, 0.07], [-0.02, 0.07, 0.10], [-0.05, 0.16, 0.00], [-0.01, 0.07, 0.03]],
  "lumo_ev": 0.1,
  "orbital_gap_ev": 8.375
}

***

Number 1: E -106684.6933 eV. Number 2: E -130542.2431 eV.